1.
C30H62F6N4O12PV | ωB97M-V/def2-TZVPD

Last column: Löwdin charge in e.
Element x y z (Å)
V  0.184  0.130  -3.062  0.946
P  4.373  3.201  -1.076  0.239
F  5.609  3.937  -0.278  -0.179
F  5.257  2.978  -2.407  -0.155
F  4.952  1.868  -0.426  -0.150
F  3.214  2.372  -1.889  -0.192
F  3.314  3.458  0.204  -0.222
F  3.621  4.618  -1.479  -0.196
C  -4.208  -0.040  -4.151  -0.034
C  -2.953  -0.123  -3.625  -0.387
C  -2.691  -0.802  -2.205  -0.332
O  -1.490  -0.740  -1.714  -0.147
C  -3.645  -1.458  -1.543  -0.039
C  -4.983  -1.421  -1.983  -0.344
C  -5.278  -0.613  -3.401  -0.324
O  -6.435  -0.612  -3.890  -0.036
O  -5.976  -1.942  -1.502  0.027
O  -2.069  0.360  -4.379  -0.095
H  -4.417  0.263  -5.167  0.106
H  -3.460  -1.864  -0.559  0.091
C  1.704  4.980  5.943  -0.119
O  0.441  4.818  5.316  -0.226
C  0.655  4.335  3.953  -0.154
C  -0.689  3.553  3.477  -0.179
N  -1.046  2.711  4.592  -0.073
C  -2.472  2.367  4.602  -0.195
C  -2.875  1.503  3.395  -0.193
O  -3.030  2.371  2.241  -0.195
C  -3.188  1.709  1.013  -0.114
H  2.272  4.051  5.889  0.088
H  1.540  5.274  6.979  0.081
H  2.197  5.860  5.531  0.085
H  1.434  3.572  3.969  0.104
H  0.985  5.108  3.259  0.116
H  -0.490  2.981  2.571  0.099
H  -1.430  4.338  3.325  0.111
H  -0.734  3.196  5.421  0.088
H  -3.161  3.208  4.670  0.116
H  -2.552  1.746  5.494  0.111
H  -3.765  0.946  3.687  0.115
H  -2.184  0.675  3.237  0.108
H  -2.448  0.945  0.773  0.066
H  -3.044  2.439  0.217  0.084
H  -4.155  1.213  0.931  0.094
C  0.231  1.719  -0.111  -0.043
O  0.765  0.834  -1.114  -0.273
C  1.750  0.022  -0.413  -0.170
C  2.550  -0.791  -1.374  -0.184
N  1.668  -1.674  -2.112  -0.057
C  1.286  -2.858  -1.387  -0.180
C  2.417  -3.860  -1.067  -0.225
O  3.165  -3.981  -2.208  -0.178
C  4.224  -4.867  -2.124  -0.112
H  -0.513  2.287  -0.671  0.082
H  1.016  2.409  0.196  0.089
H  -0.164  1.216  0.771  0.092
H  1.409  -0.618  0.401  0.132
H  2.485  0.672  0.061  0.121
H  3.323  -1.394  -0.896  0.130
H  2.982  -0.139  -2.133  0.107
H  2.353  -2.104  -2.717  0.102
H  0.564  -3.354  -2.036  0.108
H  0.673  -2.703  -0.499  0.111
H  1.926  -4.752  -0.678  0.134
H  3.017  -3.358  -0.308  0.119
H  5.092  -4.258  -1.872  0.087
H  4.519  -5.150  -3.134  0.089
H  4.217  -5.711  -1.434  0.096
C  -1.629  3.125  -2.974  -0.036
O  -0.448  2.405  -3.450  -0.275
C  0.587  3.272  -3.666  -0.199
C  1.466  2.419  -4.721  -0.088
N  1.979  1.123  -4.029  -0.074
C  2.377  0.187  -5.140  -0.159
C  1.273  -0.692  -5.752  -0.114
O  0.385  -1.161  -4.683  -0.327
C  -0.128  -2.443  -4.819  -0.085
H  -2.165  3.649  -3.765  0.101
H  -1.361  3.895  -2.250  0.089
H  -2.277  2.438  -2.430  0.087
H  1.148  3.338  -2.733  0.116
H  0.401  4.222  -4.167  0.131
H  2.172  3.036  -5.277  0.117
H  0.731  2.035  -5.428  0.111
H  2.725  1.493  -3.456  0.076
H  3.162  -0.458  -4.746  0.116
H  2.881  0.719  -5.947  0.118
H  1.665  -1.605  -6.203  0.124
H  0.698  -0.119  -6.479  0.130
H  0.631  -3.144  -5.164  0.091
H  -0.851  -2.518  -5.631  0.105
H  -0.590  -2.793  -3.896  0.097
C  -2.182  -4.349  -0.268  -0.049
O  -1.845  -4.254  1.167  -0.185
C  -1.703  -2.958  1.590  -0.263
C  -1.216  -2.955  3.041  -0.163
N  0.230  -2.561  3.265  -0.084
C  0.612  -2.554  4.624  -0.219
C  -0.221  -1.562  5.479  -0.226
O  -1.314  -1.982  6.241  -0.186
C  -0.947  -2.294  7.567  -0.120
H  -3.268  -4.344  -0.366  0.093
H  -1.782  -5.191  -0.833  0.077
H  -1.663  -3.518  -0.746  0.054
H  -2.724  -2.593  1.702  0.121
H  -1.125  -2.266  0.978  0.112
H  -1.403  -3.904  3.543  0.121
H  -1.779  -2.251  3.654  0.094
H  0.559  -3.387  2.784  0.098
H  1.627  -2.156  4.665  0.115
H  0.491  -3.588  4.944  0.118
H  -0.768  -0.943  4.768  0.103
H  0.303  -0.787  6.039  0.120
H  -0.492  -1.413  8.021  0.080
H  -0.212  -3.081  7.736  0.082
H  -1.842  -2.587  8.115  0.086

## Properties
- Highest occupied orbital energy (alpha / beta): -4.15 / -4.14 eV
- LUMO (alpha / beta): 1.63 / 1.63 eV
- Frontier orbital gap (alpha / beta): 5.78 / 5.76 eV
- 2S+1: 4
- Total charge: -1

---

2.
C21H24N6O2PRhS | ωB97M-V/def2-TZVPD

Last column: Löwdin charge in e.
Element x y z (Å)
Rh  0.518  0.011  0.692  0.933
N  7.679  3.846  0.042  0.167
C  6.479  3.270  -0.142  -0.279
C  5.384  4.032  -0.608  0.004
C  4.165  3.448  -0.808  -0.035
C  3.992  2.075  -0.539  -0.338
C  5.073  1.310  -0.066  -0.057
C  6.296  1.895  0.120  -0.004
S  2.472  1.403  -0.768  0.653
O  1.794  1.982  -1.883  -0.241
O  2.513  -0.073  -0.659  -0.374
N  1.538  1.647  0.639  -0.194
C  0.454  2.606  0.559  -0.470
N  0.642  3.853  0.228  0.180
C  -0.483  4.587  0.286  -0.039
C  -1.712  4.053  0.656  -0.005
C  -1.776  2.709  0.957  -0.054
N  -0.655  1.969  0.905  0.058
H  7.830  4.815  -0.175  0.122
H  8.476  3.311  0.336  0.121
H  5.524  5.083  -0.823  0.127
H  3.336  4.036  -1.179  0.120
H  4.954  0.248  0.100  0.111
H  7.138  1.300  0.448  0.124
H  -0.388  5.635  0.031  0.132
H  -2.594  4.674  0.706  0.123
H  -2.695  2.213  1.239  0.130
N  -0.005  -1.716  -1.732  0.012
C  -0.769  -2.617  -2.349  -0.042
C  -1.957  -2.714  -1.643  -0.024
C  -1.822  -1.806  -0.604  -0.123
N  -0.641  -1.171  -0.663  -0.115
H  0.895  -1.351  -2.009  0.145
H  -0.433  -3.106  -3.250  0.141
H  -2.799  -3.343  -1.870  0.116
H  -2.517  -1.550  0.180  0.118
C  2.230  -2.614  1.436  -0.187
P  1.506  -1.182  2.228  0.817
C  2.831  -0.224  2.954  -0.193
C  0.300  -1.649  3.422  -0.366
C  -0.543  -2.739  3.165  -0.082
C  -1.491  -3.108  4.102  -0.045
C  -1.603  -2.393  5.289  -0.029
C  -0.779  -1.304  5.544  -0.043
C  0.171  -0.924  4.613  -0.068
H  1.465  -3.254  0.999  0.055
H  2.781  -3.185  2.188  0.083
H  2.908  -2.280  0.651  0.051
H  3.298  -0.815  3.745  0.084
H  2.463  0.717  3.357  0.061
H  3.558  -0.002  2.173  0.042
H  -0.463  -3.306  2.246  0.102
H  -2.135  -3.957  3.915  0.121
H  -2.338  -2.691  6.024  0.124
H  -0.873  -0.758  6.473  0.122
H  0.811  -0.077  4.824  0.107

## Properties
- Highest occupied orbital energy (alpha / beta): -13.38 / -13.37 eV
- LUMO (alpha / beta): -7.67 / -8.16 eV
- Frontier orbital gap (alpha / beta): 5.71 / 5.21 eV
- Total charge: +2

---

3.
C12H40N2O9 | ωB97M-V/def2-TZVPD

Last column: Löwdin charge in e.
Element x y z (Å)
N  -0.854  0.529  0.273  0.361
H  -0.139  1.235  0.178  0.162
H  -1.445  0.535  -0.546  0.159
H  -1.319  0.691  1.154  0.157
H  -0.453  -0.395  0.194  0.154
N  1.102  5.406  -2.744  -0.709
O  0.803  6.557  -2.775  -0.034
O  2.162  4.919  -3.144  -0.082
O  0.221  4.659  -2.246  -0.167
C  -8.047  -0.382  0.669  -0.050
C  -6.652  -0.821  1.260  -0.471
C  -6.576  -2.069  2.127  -0.057
O  -5.971  -1.160  0.072  -0.087
H  -8.073  0.409  -0.080  0.081
H  -8.555  0.269  1.380  0.064
H  -8.594  -1.322  0.598  0.080
H  -6.188  0.016  1.781  0.129
H  -7.492  -2.254  2.688  0.077
H  -5.728  -1.953  2.802  0.077
H  -6.489  -2.993  1.555  0.079
H  -6.509  -1.877  -0.274  0.078
C  -0.124  -2.619  5.886  -0.058
C  -0.028  -1.107  6.125  -0.535
C  1.396  -0.796  6.267  -0.082
O  -0.678  -0.326  5.154  -0.043
H  0.131  -3.181  6.785  0.081
H  0.549  -2.819  5.053  0.084
H  -1.112  -3.073  5.810  0.073
H  -0.533  -0.883  7.064  0.134
H  1.886  -0.396  5.379  0.088
H  2.084  -1.574  6.597  0.086
H  1.439  0.009  7.000  0.082
H  -0.972  0.498  5.551  0.090
C  7.210  4.251  2.051  -0.042
C  5.693  4.247  2.545  -0.433
C  5.138  5.639  2.671  -0.101
O  4.798  3.745  1.548  -0.076
H  7.270  4.278  0.963  0.071
H  7.616  3.259  2.252  0.059
H  8.010  4.856  2.476  0.069
H  5.546  3.707  3.481  0.133
H  5.819  6.273  3.240  0.071
H  4.175  5.757  3.167  0.077
H  4.924  6.249  1.794  0.085
H  4.925  4.275  0.758  0.085
C  1.270  -2.745  -8.122  -0.076
C  0.508  -3.651  -7.175  -0.489
C  1.341  -4.937  -6.882  -0.053
O  0.314  -3.076  -5.914  -0.056
H  2.297  -2.617  -7.780  0.082
H  0.889  -1.767  -8.416  0.076
H  1.306  -3.155  -9.131  0.077
H  -0.446  -3.826  -7.673  0.128
H  0.878  -5.696  -6.252  0.070
H  2.258  -4.716  -6.336  0.074
H  1.762  -5.419  -7.765  0.074
H  -0.113  -2.216  -5.906  0.092
O  -2.495  1.165  -4.450  -0.064
H  -3.176  1.448  -5.059  0.029
H  -1.988  1.958  -4.271  0.032
O  1.619  -3.359  -0.912  -0.060
H  1.912  -4.228  -0.637  0.032
H  1.501  -3.434  -1.859  0.030

## Properties
- Highest occupied orbital energy: -6.16 eV
- LUMO: -1.60 eV
- Frontier orbital gap: 4.56 eV
- Energy above the lowest of the compared OMol25 structures with the same formula, charge and spin: 7.3305 eV
- Total charge: 0

---

4.
C26H32ClO4Os | ωB97M-V/def2-TZVPD

Last column: Löwdin charge in e.
Element x y z (Å)
O  3.255  1.642  -0.374  -0.150
C  3.070  1.261  -1.794  -0.123
C  4.291  0.333  -1.766  -0.052
H  3.167  2.120  -2.479  0.128
H  2.109  0.750  -1.918  0.077
C  4.405  0.773  -0.278  -0.559
H  5.076  0.578  -2.468  0.114
H  4.002  -0.729  -1.826  0.106
C  5.631  1.509  0.241  -0.002
H  5.749  2.538  -0.112  0.093
H  6.537  0.937  0.010  0.094
H  5.538  1.552  1.333  0.084
C  4.111  -0.407  0.614  -0.027
H  3.141  -0.865  0.396  0.052
H  4.131  -0.056  1.648  0.091
H  4.892  -1.166  0.482  0.104
Os  -0.805  -1.339  -0.063  1.550
C  -0.571  -3.135  -1.194  -0.192
C  -1.704  -2.477  -1.726  -0.164
C  -1.269  -1.236  -2.282  -0.126
H  -2.728  -2.867  -1.749  0.117
C  0.120  -1.130  -2.071  -0.151
C  0.563  -2.298  -1.391  -0.206
H  1.590  -2.501  -1.079  0.132
H  -0.595  -4.106  -0.676  0.137
H  -1.873  -0.509  -2.809  0.140
H  0.750  -0.284  -2.361  0.105
C  -1.590  -2.343  1.773  -0.147
C  -0.271  -2.770  1.470  -0.189
C  0.591  -1.644  1.527  -0.189
H  0.043  -3.786  1.243  0.133
C  -0.208  -0.490  1.823  -0.146
C  -1.561  -0.929  1.957  -0.158
H  -2.441  -0.305  2.084  0.127
H  -2.458  -2.992  1.895  0.116
H  1.655  -1.698  1.352  0.098
H  0.140  0.526  1.863  0.130
O  1.198  3.317  -0.460  -0.139
C  2.485  3.967  -0.353  -0.215
C  2.419  5.462  -0.688  -0.154
H  3.186  3.524  -1.055  0.082
H  2.928  3.779  0.624  0.118
C  0.956  5.729  -1.039  -0.163
H  3.066  5.741  -1.526  0.110
H  2.698  6.087  0.162  0.107
C  0.236  4.393  -0.699  -0.173
H  0.844  6.040  -2.088  0.108
H  0.531  6.526  -0.418  0.106
H  -0.464  4.128  -1.511  0.114
H  -0.365  4.592  0.202  0.110
Cl  -6.853  -5.239  3.208  0.714
C  -6.146  -3.952  2.286  -0.629
C  -6.403  -2.613  2.650  -0.010
C  -5.841  -1.593  1.880  0.053
C  -5.045  -1.882  0.773  -0.123
C  -4.803  -3.206  0.419  0.015
C  -5.338  -4.244  1.178  -0.046
C  -4.549  -0.740  -0.092  -0.617
O  -5.451  -0.033  -0.558  0.068
O  -3.292  -0.559  -0.272  -0.095
H  -7.041  -2.412  3.509  0.130
H  -6.048  -0.557  2.136  0.145
H  -4.230  -3.422  -0.480  0.114
H  -5.156  -5.288  0.918  0.124

## Properties
- Highest occupied orbital energy (alpha / beta): -7.06 / -11.23 eV
- LUMO (alpha / beta): -4.20 / -7.13 eV
- Frontier orbital gap (alpha / beta): 2.86 / 4.10 eV
- Energy above the lowest of the compared OMol25 structures with the same formula, charge and spin: 4.0967 eV
- 2S+1: 5
- Total charge: +1

---

no.,DFT total energy (Ha)
1,-4186.7715
2,-2143.1776
3,-1267.5275
4,-1861.1251